# 1
{
  "formula": "C6H4O",
  "method": "ωB97M-V/def2-TZVPD",
  "symbols": ["C", "C", "H", "H", "C", "C", "H", "O", "C", "C", "H"],
  "positions_angstrom": [[1.989582, -0.236942, 0.525803], [0.647749, 0.156857, 0.208874], [4.131446, -0.837046, 0.987327], [-1.258592, 0.085068, 0.573584], [3.124938, -0.552613, 0.771754], [-0.971664, 0.320400, -1.205848], [-2.759760, 1.018198, -0.358310], [-0.191232, 0.156788, 1.159642], [-2.194497, 0.123978, -0.625871], [0.280283, 0.509408, -1.150913], [-2.798256, -0.744093, -0.886042]],
  "forces_ev_per_a": [[0.5497, -0.1247, 0.1064], [-0.0105, -0.0318, 0.1486], [-0.1485, 0.0457, -0.0298], [0.2310, 0.0184, 0.0865], [-0.4464, 0.1107, -0.1087], [0.0137, 0.0219, 0.3267], [0.1033, -0.0983, -0.0098], [-0.0504, 0.0109, -0.2463], [-0.0088, 0.0241, -0.3462], [-0.3388, -0.0860, 0.0222], [0.1056, 0.1090, 0.0504]],
  "lumo_ev": -0.83,
  "total_charge": 0,
  "gap_ev": 8.2,
  "de_lowest_ev": 4.906
}

***

# 2
{
  "formula": "C6H4O",
  "method": "ωB97M-V/def2-TZVPD",
  "symbols": ["C", "O", "H", "C", "C", "C", "C", "H", "H", "C", "H"],
  "positions_angstrom": [[0.395271, -0.451512, 1.485349], [-2.695102, 0.025149, 0.028194], [-0.995384, 0.590307, -3.156310], [-1.559317, -0.146288, 0.307739], [-0.426781, 0.302446, -0.952745], [-0.840826, -0.630329, 1.446628], [1.589548, -0.064517, 0.948407], [2.272462, -0.824192, 0.569950], [0.660939, 0.287710, -0.270676], [-0.684564, 0.462894, -2.139907], [2.053817, 0.859537, 1.290733]],
  "forces_ev_per_a": [[-0.1892, 0.0862, -0.3014], [0.7727, -0.1052, 0.2007], [0.1305, -0.0018, 0.1418], [-0.8193, 0.0051, 0.0652], [-0.0374, 0.1155, -0.7476], [0.4293, 0.1037, -0.0456], [-0.0312, -0.0846, 0.1960], [-0.1337, 0.0986, 0.0243], [-0.1330, -0.0317, 0.0192], [0.1111, -0.0721, 0.5316], [-0.0997, -0.1137, -0.0843]],
  "lumo_ev": [-0.59, -0.59],
  "total_charge": 0,
  "gap_ev": [8.4, 8.4],
  "de_lowest_ev": 5.547
}

***

| no. | electronic energy (Eh) |
| --- | --- |
| 1 | -306.03126 |
| 2 | -306.00770 |